# 1
Here is a structure of composition C16H26ClN2O4Sr in a non-equilibrium geometry from the OMol25 dataset. Energies are from the ωB97M-V functional and the def2-TZVPD basis.

The geometry in XYZ format:
```
50
Properties=species:S:1:pos:R:3:forces:R:3:lowdin_charge:R:1
Sr -0.954003 -0.352563 -0.314526 0.58 0.62 0.58 1.5743
C -0.730073 4.192715 -0.459755 0.09 0.06 0.03 -0.0650
C -1.919446 3.246096 -0.533055 -0.11 0.04 0.18 -0.3695
C -1.922849 2.500729 -1.868591 0.17 -0.12 -0.22 -0.0582
C -1.985077 2.246098 0.611672 0.11 -0.07 0.03 -0.2565
C -0.920673 2.028970 1.491909 -0.06 -0.16 -0.35 -0.0724
C -0.970473 1.003354 2.438684 0.23 0.04 0.00 -0.0700
C -2.088209 0.182390 2.570846 -0.03 0.04 -0.01 -0.2984
C -2.163990 -0.889598 3.618408 0.01 -0.06 0.04 -0.0220
C -3.164261 0.422712 1.708394 -0.05 -0.13 -0.02 -0.0455
C -3.112721 1.421547 0.750806 0.11 0.21 -0.09 -0.0664
H -0.760230 4.897249 -1.289920 -0.04 0.01 0.01 0.0922
H 0.222230 3.658891 -0.535826 -0.03 -0.03 -0.03 0.0807
H -0.716716 4.767311 0.466743 -0.03 -0.01 0.00 0.0947
H -2.834316 3.842795 -0.467176 0.00 -0.01 -0.10 0.1543
H -0.975602 1.952236 -2.012632 -0.02 0.00 0.08 0.0720
H -1.957104 3.187697 -2.714260 -0.08 0.05 0.05 0.0986
H -2.752421 1.800142 -1.982055 -0.02 0.01 0.05 0.0803
H -0.017243 2.616431 1.390881 -0.03 0.08 0.16 0.1140
H -0.107850 0.846383 3.076990 -0.06 0.00 0.08 0.1260
H -2.693865 -1.768336 3.251606 0.00 0.01 0.00 0.0921
H -2.707373 -0.522476 4.490836 0.00 0.01 -0.01 0.1012
H -1.174106 -1.195035 3.955342 0.00 0.01 -0.01 0.0861
H -4.048717 -0.200128 1.769471 0.01 -0.01 0.03 0.1389
H -3.948830 1.545522 0.072521 -0.03 0.03 0.04 0.1375
O -1.863760 -2.689026 -0.448138 -0.26 -0.03 -0.53 -0.4436
Cl -2.402730 -2.193686 -1.734829 -0.16 0.41 0.37 0.6633
O -3.222236 -1.014558 -1.375979 0.40 -0.72 -0.33 -0.4189
O -3.100385 -3.167537 -2.452168 -0.07 -0.10 -0.09 -0.2067
O -1.236206 -1.654188 -2.457941 -0.38 -0.29 0.02 -0.4407
C 2.100100 -0.880002 -1.816343 -0.02 -0.05 0.02 -0.1493
C 3.583796 -1.324358 -1.916028 -0.03 -0.01 -0.04 -0.1375
N 4.012701 -1.904612 -0.648720 0.02 0.01 -0.01 -0.1575
C 3.901918 -0.898660 0.398548 0.02 0.02 0.01 -0.1424
C 2.424089 -0.445300 0.533176 -0.02 0.01 0.02 -0.1585
N 1.587720 -1.164097 -0.454192 -0.27 0.18 0.10 -0.2890
C 1.694186 -2.620781 -0.191782 -0.05 0.09 -0.06 -0.1430
C 3.176613 -3.055895 -0.320082 0.02 -0.04 0.02 -0.1346
H 1.471331 -1.415257 -2.529756 -0.01 0.01 0.01 0.1124
H 1.985943 0.192073 -2.006284 0.04 0.01 0.00 0.1173
H 4.234790 -0.480995 -2.147524 -0.01 0.00 -0.01 0.1229
H 3.710906 -2.066048 -2.704480 0.01 -0.01 0.01 0.1254
H 4.545938 -0.058274 0.137860 0.00 0.00 0.02 0.1230
H 4.269865 -1.317923 1.335373 -0.01 -0.02 -0.01 0.1240
H 2.316363 0.630785 0.362271 0.02 -0.01 -0.04 0.1140
H 2.030939 -0.661499 1.530765 0.00 -0.01 0.00 0.1134
H 1.045711 -3.136481 -0.901568 0.03 -0.02 -0.01 0.1172
H 1.298496 -2.807784 0.809770 0.03 -0.03 0.01 0.1206
H 3.296890 -3.806991 -1.100709 0.00 0.01 0.00 0.1254
H 3.540939 -3.490037 0.611446 -0.01 0.00 -0.01 0.1236
```
Positions in Å, forces in eV/Å.

- Charge: +1
- Relative energy (zero: lowest compared OMol25 entry of this formula, charge and spin): 0.0 kJ/mol
- 2S+1: 1
- Maximum force: 1.03 eV Å⁻¹
- E_LUMO: -3.0 eV
- Highest occupied orbital energy: -11.4 eV
- HOMO-LUMO gap: 8.4 eV


# 2
Here is a structure of composition C20H18Br2IrN3OSSeTe in a non-equilibrium geometry from the OMol25 dataset. Energies are from the ωB97M-V functional and the def2-TZVPD basis.

The geometry in XYZ format:
```
48
Properties=species:S:1:pos:R:3:forces:R:3:lowdin_charge:R:1
Ir 1.475362 0.063333 -2.021046 1.72 1.19 0.51 0.7949
Br -2.019073 -3.755203 -1.522578 -0.01 -0.04 0.06 0.8364
C -1.119700 -2.813396 -0.163130 -0.09 0.01 -0.02 -0.6023
C -1.344495 -3.143296 1.183921 0.04 -0.03 -0.10 -0.1533
C -0.733446 -2.449261 2.187905 -0.10 -0.06 0.19 -0.6284
Br -1.087856 -2.931623 3.981637 0.00 0.05 0.00 0.8067
C 0.144622 -1.384104 1.896316 0.03 0.05 -0.12 -0.1861
C 0.812157 -0.588112 2.846796 0.03 0.04 -0.06 -0.0070
C 1.613347 0.432596 2.414777 0.04 0.15 0.10 -0.0270
C 1.768378 0.663735 1.042624 0.08 0.28 -0.02 -0.2064
N 1.187504 -0.076105 0.125684 -0.02 -0.36 -0.06 -0.1034
C 0.371222 -1.084388 0.532534 -0.12 -0.13 0.15 -0.1584
C -0.267208 -1.784805 -0.527502 -0.10 0.04 -0.15 -0.4455
O -0.051011 -1.409895 -1.753476 0.06 0.13 -0.68 -0.2495
H -2.008981 -3.960340 1.429858 -0.02 0.01 -0.07 0.1055
H 0.683028 -0.773577 3.904611 -0.03 -0.07 -0.02 0.0947
H 2.133891 1.062846 3.122503 0.01 0.03 -0.04 0.1178
H 2.354220 1.501352 0.681382 0.07 -0.01 0.09 0.0761
S 2.005511 0.066625 -5.360295 0.44 0.57 -0.33 0.7905
C 1.888237 0.284060 -3.855084 -1.56 -1.58 1.43 -0.9881
C -2.738226 0.117165 -1.964948 -0.13 0.00 -0.06 -0.0003
N -2.255186 0.686526 -0.714487 0.00 -0.05 -0.11 -0.0396
C -1.257838 1.568295 -0.582744 -0.13 -0.05 -0.01 -0.6870
Se -0.121869 2.217968 -1.921241 0.68 -0.34 -0.12 0.7169
N -1.192056 1.925165 0.711939 -0.02 -0.08 0.12 0.1407
C -2.141163 1.228659 1.451252 0.09 0.02 -0.01 -0.1731
C -2.434303 1.197269 2.807904 0.04 0.02 0.03 -0.0004
C -3.452895 0.350509 3.200644 0.02 0.02 -0.03 -0.0639
C -4.144598 -0.444466 2.274081 0.02 -0.01 0.07 -0.0563
C -3.836441 -0.423393 0.928374 -0.07 -0.07 -0.08 0.0143
C -2.818810 0.435463 0.535075 0.01 0.02 -0.03 -0.1519
H -2.084304 0.430442 -2.770625 0.06 0.02 0.02 0.0621
H -3.751231 0.471342 -2.156276 0.02 0.04 0.05 0.1118
H -2.734131 -0.965983 -1.908202 0.06 -0.10 0.06 0.0540
H -0.528437 2.596083 1.061262 0.03 -0.01 -0.04 0.1574
H -1.879670 1.792250 3.521917 -0.07 0.03 -0.01 0.1210
H -3.724164 0.299519 4.246255 0.02 -0.03 -0.01 0.1141
H -4.930632 -1.095716 2.631740 0.01 0.00 -0.03 0.1155
H -4.357188 -1.050431 0.216109 0.01 0.02 0.02 0.1251
C 5.377193 -0.135721 -2.943809 -0.08 -0.12 0.04 -0.3950
Te 4.168948 0.479962 -1.306759 -1.28 0.37 -0.86 1.3350
C 4.087324 2.534804 -1.888591 0.32 0.11 0.14 -0.3970
H 4.816941 -0.065550 -3.871377 -0.02 0.03 0.02 -0.0114
H 5.664690 -1.167004 -2.754247 0.02 0.01 -0.05 0.0111
H 6.261918 0.494805 -2.975565 -0.01 0.02 0.05 0.0193
H 4.915911 3.079234 -1.442903 0.01 0.01 -0.03 0.0110
H 3.137029 2.945715 -1.558879 -0.01 -0.06 0.03 -0.0184
H 4.147474 2.576630 -2.973325 -0.04 -0.06 0.00 0.0177
```
Positions in Å, forces in eV/Å.

- Charge: +1
- Relative energy (zero: lowest compared OMol25 entry of this formula, charge and spin): 125.8 kJ/mol
- 2S+1: 2
- Maximum force: 2.64 eV Å⁻¹
- E_LUMO (alpha / beta): -3.5 / -4.3 eV
- Highest occupied orbital energy (alpha / beta): -10.2 / -10.3 eV
- HOMO-LUMO gap (alpha / beta): 6.7 / 6.0 eV


# 3
Here is a structure of composition C5H6N2 from the OMol25 dataset. Energies are from the ωB97M-V functional and the def2-TZVPD basis.

The geometry in XYZ format:
```
13
Properties=species:S:1:pos:R:3:forces:R:3:lowdin_charge:R:1
C -1.430758 -0.331892 0.114309 -0.90 -0.14 -0.09 -0.0829
C -1.379138 1.147234 0.376401 -0.26 0.38 0.15 -0.0864
C 0.115802 0.873317 0.611773 0.19 0.10 -0.16 -0.2681
N 1.237574 1.189221 -0.153971 0.15 0.03 0.35 0.0961
C 1.786200 0.077714 -0.518703 0.04 0.07 -0.05 -0.1289
C 0.950040 -1.150087 -0.190567 -0.21 0.01 -0.38 -0.0940
N -0.144163 -0.472766 0.463332 0.56 -0.44 0.11 -0.0876
H 0.461198 -1.500406 -1.093284 0.59 -0.63 -0.24 0.1207
H -2.152708 -1.133278 0.122411 -0.29 0.10 0.28 0.0938
H -1.589622 1.811803 -0.464657 0.15 -0.09 0.10 0.1120
H -1.949716 1.448946 1.260645 0.05 0.16 -0.16 0.1039
H 2.757999 0.008036 -0.995920 -0.06 0.18 0.08 0.0994
H 1.426335 -1.970888 0.355890 0.00 0.28 0.01 0.1219
```
Positions in Å, forces in eV/Å.

- Relative energy (zero: lowest compared OMol25 entry of this formula, charge and spin): 426.2 kJ/mol
- 2S+1: 1
- Maximum force: 0.92 eV Å⁻¹
- E_LUMO (alpha / beta): 0.3 / 0.5 eV
- Highest occupied orbital energy (alpha / beta): -7.0 / -7.1 eV
- HOMO-LUMO gap (alpha / beta): 7.3 / 7.6 eV


- maximum force of number 2 (C20H18Br2IrN3OSSeTe)?
  2.64 eV Å⁻¹